Below is the ion C6H11ClF2N4O with charge +2 at a distorted geometry, with properties calculated with ωB97M-V/def2-TZVPD.

Bonds (Å) are listed after each position.
Cartesian coordinates (Å):
1 C 1.79 -0.13 0.42  C4 1.461, N8 1.394, N9 1.310
2 C -0.18 1.10 -0.18  C5 1.636, N7 1.539, N9 1.397, Cl14 1.788
3 C -0.17 -1.44 0.26  N7 1.369, N8 1.373, N10 1.289
4 C 3.24 -0.13 0.59  C1 1.461, H15 1.130, H16 1.135, H17 1.031
5 C -0.53 2.42 -1.08  C2 1.636, H18 1.017, H19 1.039, H20 1.087
6 C -3.09 -0.23 -0.60  O11 1.429, F12 1.311, F13 1.404, H21 1.100
7 N -0.67 -0.34 -0.38  C2 1.539, C3 1.369, O11 1.349
8 N 1.09 -1.28 0.78  C1 1.394, C3 1.373, H22 0.991
9 N 1.21 0.95 -0.03  C1 1.310, C2 1.397, H23 1.066
10 N -0.70 -2.61 0.32  C3 1.289, H24 0.998, H25 1.015
11 O -1.79 -0.49 -1.12  C6 1.429, N7 1.349
12 F -3.21 1.02 -0.22  C6 1.311
13 F -3.24 -1.09 0.50  C6 1.404
14 Cl -0.72 1.49 1.47  C2 1.788
15 H 3.73 0.89 0.63  C4 1.130
16 H 3.83 -0.92 0.03  C4 1.135
17 H 3.60 -0.38 1.53  C4 1.031
18 H 0.02 3.07 -0.52  C5 1.017
19 H -1.55 2.59 -0.97  C5 1.039
20 H -0.55 2.15 -2.13  C5 1.087
21 H -3.58 -0.65 -1.49  C6 1.100
22 H 1.69 -1.82 1.36  N8 0.991
23 H 1.82 1.82 -0.08  N9 1.066
24 H -0.35 -3.45 0.73  N10 0.998
25 H -1.70 -2.58 0.17  N10 1.015

Values from the calculation:
multiplicity	3
LUMO energy (alpha / beta)	-7.35 / -12.76	eV
expectation value of S²	2.03
molar mass	228.6	g/mol
orbital gap (alpha / beta)	6.796 / 6.098	eV
strongest force on any atom	6.1	eV Å⁻¹
net charge	+2
E_HOMO (alpha / beta)	-14.149 / -18.856	eV
energy	-1188.5260	Eh
relative energy (zero: lowest compared OMol25 entry of this formula, charge and spin)	18.15	kcal per mole

Atomic partial charges in e from the Mulliken method, atoms 1 to 2:
1 C 0.46
2 C 0.14